(1)
Here is 2 unconnected molecules or ions with the total composition C6H12O from the Open Molecules 2025 dataset. Energies are from wB97M-V/def2-TZVPD.

Summary:
energy above the lowest of the compared OMol25 structures with the same formula, charge and spin = 215.86 kJ/mol
calculated total energy = -310.977054 Eh
frontier orbital gap = 10.6 eV
net charge = 0
HOMO = -9.5292 eV

```
19
Properties=species:S:1:pos:R:3:forces:R:3
C -2.187252 0.031911 0.690395 -0.058 0.038 -0.003
C -0.842979 -0.615247 0.437137 -0.065 0.152 0.190
O -0.871009 -1.426297 -0.752086 -0.104 -0.049 -0.030
C 0.176327 -0.988874 -1.617858 0.175 -0.091 -0.273
C 0.301438 0.334683 0.173261 -0.069 0.245 -0.053
C 1.248536 -0.476587 -0.660188 0.021 0.037 -0.057
C 0.315843 1.654030 0.309627 -0.058 -0.117 0.022
H -2.963281 -0.730081 0.797891 0.094 0.081 -0.034
H -2.154220 0.619671 1.614799 -0.017 -0.086 -0.123
H -2.450608 0.693972 -0.139167 -0.010 -0.078 0.085
H -0.590603 -1.277072 1.282111 -0.018 0.122 -0.111
H -0.181020 -0.159830 -2.249475 0.114 -0.208 0.008
H 0.484433 -1.818858 -2.253509 -0.079 -0.057 0.091
H 2.804620 0.365066 1.511868 0.182 0.029 0.145
H 2.072164 0.084387 -1.108070 -0.243 0.005 -0.031
H 1.657200 -1.327123 -0.095160 -0.049 0.201 -0.072
H 2.240612 0.842171 1.587930 0.236 -0.101 0.113
H -0.506577 2.199836 0.760164 0.081 -0.070 0.008
H 1.164215 2.232510 -0.049994 -0.131 -0.055 0.123
```
Positions in Å, forces in eV/Å.

(2)
Here is 2 unconnected molecules or ions with the total composition C6H12O from the Open Molecules 2025 dataset. Energies are from wB97M-V/def2-TZVPD.

Summary:
energy above the lowest of the compared OMol25 structures with the same formula, charge and spin = 263.09 kJ/mol
calculated total energy = -310.959067 Eh
frontier orbital gap = 10.1 eV
net charge = 0
HOMO = -9.1036 eV

```
19
Properties=species:S:1:pos:R:3:forces:R:3
C -1.915975 -0.246559 0.575195 -0.054 -0.019 0.021
C -0.645858 0.588190 0.402724 0.008 0.038 0.068
C -0.897176 1.918836 -0.296921 -0.019 0.065 -0.043
C 0.395083 -0.244741 -0.322959 -0.155 -0.100 0.027
C 1.920285 0.078461 -0.197905 0.222 0.081 0.079
C 1.278943 -1.007905 0.557743 -0.016 -0.185 0.287
O 1.345189 -1.782227 1.475198 0.038 0.414 -0.432
H -1.689006 -1.189582 1.085283 -0.046 0.158 -0.076
H -2.665835 0.291986 1.164249 0.098 -0.058 -0.084
H -2.360728 -0.486667 -0.399114 0.076 0.055 0.127
H -0.244254 0.797368 1.405343 -0.065 0.014 -0.109
H -1.597621 2.533039 0.278976 0.078 -0.065 -0.098
H -1.322388 1.762080 -1.295627 0.052 0.015 0.124
H 0.036908 2.481054 -0.408557 -0.150 -0.058 -0.005
H 0.095022 -0.641611 -1.295320 0.065 -0.001 0.243
H 2.522309 -0.164401 -1.073150 -0.120 -0.018 0.231
H 2.248341 0.962671 0.345806 -0.089 -0.064 -0.070
H 1.746157 -2.707337 -1.352552 0.038 -0.141 -0.082
H 1.750606 -2.942652 -0.648412 0.041 -0.132 -0.206
```
Positions in Å, forces in eV/Å.

(3)
Here is 2 unconnected molecules or ions with the total composition C6H12O in a non-equilibrium geometry from the Open Molecules 2025 dataset. Energies are from wB97M-V/def2-TZVPD.

Summary:
energy above the lowest of the compared OMol25 structures with the same formula, charge and spin = 217.79 kJ/mol
calculated total energy = -310.976320 Eh
frontier orbital gap = 10.1 eV
net charge = 0
HOMO = -9.2332 eV

```
19
Properties=species:S:1:pos:R:3:forces:R:3
C 1.458634 1.497134 0.957317 -0.717 0.264 1.091
C 1.111661 0.376975 0.033403 0.419 -0.164 -1.377
C 0.764208 0.609878 -1.245937 1.514 0.031 1.384
C 1.297547 -1.048167 0.539573 0.319 0.161 1.078
C -0.061856 -1.512154 1.067230 0.325 1.172 -0.111
C -1.131896 -1.746508 0.329772 -1.101 -0.504 -0.050
H 2.530677 1.585409 1.195301 -0.226 -0.211 -0.439
H 0.977252 1.394650 1.944857 0.031 -0.146 -0.211
H 1.090986 2.441550 0.562595 0.211 0.125 -0.125
H 0.743129 1.645168 -1.562496 -0.251 -0.137 -0.410
H 0.942593 -0.207515 -1.925068 -0.826 -0.009 -0.507
H 1.804618 -1.714676 -0.164343 -0.490 0.122 -0.244
H 2.002837 -0.943089 1.383380 -0.278 -0.404 -0.148
H -0.250943 -1.254503 2.109424 0.133 -0.150 -0.066
H -1.202678 -2.027221 -0.714722 0.638 0.314 -0.169
H -2.127554 -1.660737 0.765904 0.232 -0.429 0.290
H -2.250893 0.647770 -0.762176 0.743 0.740 -0.211
H -2.414122 1.995423 -1.702119 0.940 0.011 0.397
O -2.779034 1.190864 -1.351798 -1.614 -0.784 -0.172
```
Positions in Å, forces in eV/Å.

(4)
Here is a single C6H12O molecule from the Open Molecules 2025 dataset. Energies are from wB97M-V/def2-TZVPD.

Summary:
energy above the lowest of the compared OMol25 structures with the same formula, charge and spin = 161.19 kJ/mol
calculated total energy = -310.997876 Eh
frontier orbital gap = 11.0 eV
net charge = 0
HOMO = -9.8640 eV

```
19
Properties=species:S:1:pos:R:3:forces:R:3
C 2.486194 0.127699 0.215546 0.142 0.078 -0.100
C 1.072269 -0.326696 -0.087242 0.123 0.027 -0.144
O 0.722220 -1.095860 1.066424 0.121 -0.020 0.208
C 0.078248 0.818318 -0.267946 0.082 -0.104 0.208
C -1.086942 0.913157 -1.218907 0.002 -0.046 -0.230
C -1.338288 0.512481 0.201481 -0.233 -0.169 -0.016
C -1.789660 -0.975521 0.309826 -0.253 0.206 -0.072
H 2.966444 0.680107 -0.594746 -0.045 -0.013 -0.004
H 3.064814 -0.769128 0.454062 0.082 0.209 -0.115
H 2.453830 0.742918 1.123038 0.084 0.003 -0.222
H 1.047357 -0.985880 -0.966906 0.053 -0.005 0.184
H 0.013428 -0.596346 1.490055 0.278 -0.281 0.152
H 0.502637 1.803318 -0.054821 -0.245 -0.303 0.341
H -1.287673 0.122580 -1.935269 0.219 0.081 -0.049
H -1.367181 1.909008 -1.559200 0.137 -0.225 0.090
H -1.783755 1.250191 0.873345 -0.135 -0.417 -0.214
H -1.078656 -1.693353 -0.121489 -0.190 0.555 -0.045
H -2.716447 -1.082245 -0.254438 -0.192 0.042 0.166
H -1.958843 -1.354753 1.327182 -0.030 0.381 -0.138
```
Positions in Å, forces in eV/Å.

(5)
Here is a single C6H12O molecule in a non-equilibrium geometry from the Open Molecules 2025 dataset. Energies are from wB97M-V/def2-TZVPD.

Summary:
energy above the lowest of the compared OMol25 structures with the same formula, charge and spin = 265.54 kJ/mol
calculated total energy = -310.958133 Eh
frontier orbital gap = 10.3 eV
net charge = 0
HOMO = -9.3743 eV

```
19
Properties=species:S:1:pos:R:3:forces:R:3
C 1.738746 -0.745887 -0.865971 -0.038 0.209 -0.146
C 0.963736 0.359833 -0.169191 0.217 -0.059 0.249
O 0.466906 1.523523 -0.901422 -0.512 0.980 1.234
C -0.655079 1.579991 0.203011 0.971 0.523 -0.464
C -0.445086 0.073577 0.344919 0.179 0.097 -0.021
C -0.563869 -0.706984 1.642412 -0.108 0.036 -0.104
C -1.233546 -0.270186 -0.932514 0.413 -0.062 -0.537
H 2.674294 -0.375632 -1.291152 -0.072 0.003 -0.002
H 1.999635 -1.504084 -0.109741 -0.099 0.278 -0.169
H 1.167459 -1.247667 -1.651655 0.054 0.177 0.071
H 1.580706 0.787913 0.627611 0.082 -0.254 0.204
H -1.712599 1.856082 -0.018864 1.067 0.177 -0.636
H -0.218034 2.292803 0.883421 0.011 -0.104 0.774
H 0.107425 -0.297025 2.412603 -0.178 -0.035 -0.230
H -0.270357 -1.751590 1.473863 -0.076 0.183 0.006
H -1.579025 -0.715571 2.050440 0.056 0.037 -0.104
H -0.667033 0.557618 -1.564496 -2.525 -2.119 0.008
H -2.322582 -0.174836 -0.753315 0.571 0.168 -0.367
H -1.031706 -1.241882 -1.379952 -0.014 -0.233 0.236
```
Positions in Å, forces in eV/Å.

(6)
Here is 2 unconnected molecules or ions with the total composition C6H12O in a non-equilibrium geometry from the Open Molecules 2025 dataset. Energies are from wB97M-V/def2-TZVPD.

Summary:
energy above the lowest of the compared OMol25 structures with the same formula, charge and spin = 208.65 kJ/mol
calculated total energy = -310.979803 Eh
frontier orbital gap = 10.0 eV
net charge = 0
HOMO = -9.2289 eV

```
19
Properties=species:S:1:pos:R:3:forces:R:3
C 1.769941 -0.348904 0.226976 1.385 -0.256 1.011
C 0.676187 -1.361227 0.209762 -1.748 -0.173 -1.099
C 0.782114 -2.549064 -0.401668 0.366 -0.205 1.273
C -0.661345 -0.847354 0.746224 0.924 0.285 -0.892
C -1.063045 0.441505 0.048382 -0.796 -1.186 0.689
C -2.316389 0.852562 -0.022157 0.014 1.608 -0.381
H 2.698798 -0.880066 0.497644 -0.148 0.378 0.168
H 1.587292 0.468526 0.947619 0.138 -0.450 -0.210
H 2.031709 0.113238 -0.720450 -0.475 -0.020 -0.355
H 1.740701 -3.002582 -0.515860 0.971 0.279 -0.739
H 0.045308 -3.329441 -0.534525 -0.744 0.514 0.268
H -1.406889 -1.636953 0.718278 -0.218 0.159 -0.094
H -0.489696 -0.568679 1.772451 0.096 -0.080 0.743
H -0.263638 1.073154 -0.290830 -0.027 -0.083 -0.306
H -3.185260 0.501538 0.491247 -0.170 -1.091 0.129
H -2.552609 1.795266 -0.511173 0.263 0.054 -0.064
H -0.424317 3.562663 -0.928927 0.209 -0.025 0.177
H 0.630121 2.503779 -1.168300 0.198 -0.046 -0.204
O 0.401018 3.212038 -0.564694 -0.238 0.340 -0.114
```
Positions in Å, forces in eV/Å.